1.
80
Properties=species:S:1:pos:R:3:lowdin_charge:R:1 method="wB97M-V/def2-TZVPD" homo_lumo_gap_ev="5.8 / 5.6" homo_ev="-6.535 / -6.535" total_charge=0 de_lowest_kcal_mol=123.7 e_tot_ev=-72959.16657 lumo_energy_ev="-0.76 / -0.96"
C -2.221 -0.988 1.118 -0.18
C -3.142 -0.684 0.078 -0.24
C -2.942 -1.628 -0.981 -0.34
H -3.885 0.116 0.098 0.07
C -1.859 -2.494 -0.604 -0.25
C -1.454 -2.111 0.711 -0.20
H -0.734 -2.645 1.327 0.08
H -2.130 -0.471 2.070 0.08
H -3.540 -1.711 -1.900 0.07
H -1.461 -3.337 -1.171 0.07
Ba -0.733 0.167 -2.179 1.67
Si -0.254 -0.352 -5.300 0.67
C -0.216 1.040 -6.569 -0.30
C 0.757 1.126 -7.579 -0.14
H 1.590 0.420 -7.606 0.09
C 0.662 2.122 -8.561 -0.09
H 1.467 2.231 -9.289 0.11
C -0.434 2.982 -8.598 -0.09
H -0.504 3.753 -9.366 0.11
C -1.427 2.859 -7.616 -0.08
H -2.279 3.534 -7.629 0.10
C -1.322 1.892 -6.606 -0.10
H -2.108 1.803 -5.857 0.09
C -0.194 -1.751 -6.606 -0.23
C -0.975 -1.700 -7.786 -0.09
H -1.833 -1.034 -7.846 0.11
C -0.613 -2.439 -8.916 -0.09
H -1.157 -2.311 -9.850 0.10
C 0.446 -3.341 -8.879 -0.09
H 0.772 -3.884 -9.768 0.11
C 1.083 -3.554 -7.660 -0.07
H 1.851 -4.318 -7.557 0.10
C 0.753 -2.777 -6.541 -0.08
H 1.288 -2.971 -5.617 0.07
H -1.523 -0.249 -4.510 -0.03
Si 3.050 1.430 -5.461 0.89
C 2.665 -0.259 -4.816 -0.32
C 1.286 -0.357 -4.236 -0.57
H 1.103 0.598 -3.709 -0.08
C 0.936 -1.650 -3.613 -0.33
H -0.121 -1.959 -3.462 0.05
C 1.896 -2.635 -3.430 -0.10
H 1.580 -3.599 -3.015 0.13
C 3.214 -2.445 -3.852 -0.07
H 3.924 -3.264 -3.738 0.11
C 3.582 -1.253 -4.481 -0.09
H 4.643 -1.104 -4.681 0.11
C 1.924 2.876 -4.867 -0.28
C 1.306 3.276 -3.657 -0.14
H 1.451 2.705 -2.720 -0.05
C 0.520 4.439 -3.599 -0.09
H 0.229 4.879 -2.635 0.10
C 0.078 5.061 -4.769 -0.09
H -0.704 5.826 -4.764 0.10
C 0.699 4.703 -5.969 -0.09
H 0.388 5.169 -6.908 0.10
C 1.708 3.735 -5.958 -0.16
H 2.301 3.601 -6.862 0.08
H 4.382 1.683 -5.226 -0.07
Cl 2.065 0.959 -1.624 -0.05
C -1.190 3.825 1.149 -0.05
C -0.523 3.637 2.364 -0.05
C 0.225 2.471 2.541 0.00
C 0.290 1.515 1.506 -0.21
N -0.425 1.675 0.366 0.00
C -1.115 2.808 0.179 -0.15
C 1.126 0.299 1.650 -0.23
C 1.993 0.096 2.751 -0.01
C 2.660 -1.124 2.881 -0.06
C 2.531 -2.072 1.861 -0.05
C 1.716 -1.756 0.759 -0.15
N 0.998 -0.638 0.700 0.04
H -1.768 4.719 0.940 0.10
H -0.570 4.379 3.159 0.11
H 0.751 2.264 3.472 0.10
H -1.622 2.916 -0.785 0.09
H 2.111 0.899 3.476 0.10
H 3.260 -1.324 3.769 0.11
H 3.030 -3.038 1.887 0.10
H 1.613 -2.448 -0.083 0.11



2.
48
Properties=species:S:1:pos:R:3:nbo_charge:R:1 method="wB97M-V/def2-TZVPD" homo_lumo_gap_ev=7.7 homo_ev=-11.901 total_charge=+1 e_tot_ev=-111968.51712 lumo_energy_ev=-4.23
C -0.661 2.812 -3.359 -0.63
C -2.113 3.289 -3.244 -0.53
S -3.175 2.377 -2.089 0.26
C -3.631 0.968 -3.101 -0.40
N -2.555 0.002 -3.367 -0.22
C -1.696 -0.626 -2.534 0.59
N -1.638 -0.415 -1.230 -0.56
C -0.694 -1.106 -0.353 -0.25
C -1.402 -2.180 0.465 -0.08
O -0.473 -2.866 1.301 -0.51
C -0.121 -2.218 2.442 0.81
O -0.581 -1.138 2.723 -0.61
C 0.853 -3.007 3.276 -0.52
C 2.068 -3.560 2.507 -0.62
N -0.901 -1.485 -3.214 -0.47
C -1.263 -1.365 -4.469 0.28
N -2.251 -0.486 -4.630 -0.27
Br -3.071 0.033 -6.178 0.39
H -0.009 3.385 -2.702 0.24
H -0.293 2.939 -4.378 0.23
H -0.544 1.763 -3.089 0.19
H -2.156 4.309 -2.863 0.25
H -2.620 3.301 -4.210 0.22
H -3.996 1.304 -4.068 0.25
H -4.444 0.450 -2.592 0.25
H -2.192 0.333 -0.841 0.43
H -0.241 -0.366 0.301 0.23
H 0.086 -1.560 -0.961 0.24
H -1.815 -2.942 -0.195 0.20
H -2.197 -1.751 1.077 0.21
H 0.288 -3.819 3.740 0.25
H 1.152 -2.331 4.075 0.24
H 2.183 -4.630 2.668 0.23
H 2.985 -3.078 2.842 0.24
H 1.973 -3.402 1.434 0.21
H -0.834 -1.904 -5.299 0.25
C 4.357 1.729 3.778 -0.23
C 3.582 2.810 3.797 -0.23
C 2.164 2.751 3.358 0.49
O 1.462 3.738 3.341 -0.49
C 1.641 1.430 2.923 -0.23
C 2.421 0.354 2.890 -0.23
C 3.840 0.415 3.316 0.49
O 4.543 -0.572 3.293 -0.49
H 5.393 1.746 4.092 0.24
H 3.939 3.778 4.126 0.24
H 0.597 1.395 2.635 0.23
H 2.042 -0.604 2.566 0.22



3.
6
Properties=species:S:1:pos:R:3:nbo_charge:R:1 method="wB97M-V/def2-TZVPD" homo_lumo_gap_ev=9.5 homo_ev=-9.250 total_charge=0 de_lowest_kcal_mol=8.1 e_tot_ev=-31007.72678 lumo_energy_ev=0.23
P 0.074 0.506 0.368 0.66
S 0.697 -1.389 -0.393 -0.28
S 1.350 1.909 0.381 -0.51
H -1.330 0.768 -0.012 0.00
H -0.189 0.109 1.740 -0.03
H 1.883 -1.116 -0.853 0.17



4.
13
Properties=species:S:1:pos:R:3:nbo_charge:R:1 method="wB97M-V/def2-TZVPD" homo_lumo_gap_ev=11.2 homo_ev=-10.446 total_charge=0 de_lowest_kcal_mol=70.9 e_tot_ev=-9270.42731 lumo_energy_ev=0.73
N -2.286 0.594 -0.937 -0.71
C -2.141 0.061 0.196 0.41
O -0.949 -0.440 0.644 -0.51
C 0.243 -0.272 -0.164 -0.09
C 1.433 -0.140 0.747 -0.52
C 2.479 0.054 -0.268 0.25
N 3.360 0.355 -0.953 -0.30
H -3.252 0.862 -1.115 0.36
H -2.929 -0.093 0.950 0.16
H 0.014 0.480 -0.899 0.23
H 0.963 -0.958 -0.933 0.20
H 1.416 0.614 1.538 0.25
H 1.647 -1.117 1.193 0.25



5.
10
Properties=species:S:1:pos:R:3:nbo_charge:R:1 method="wB97M-V/def2-TZVPD" homo_lumo_gap_ev=8.4 homo_ev=-9.459 total_charge=0 de_lowest_kcal_mol=18.4 e_tot_ev=-29496.52275 lumo_energy_ev=-1.07
C -0.838 -0.101 0.290 -0.08
C 0.251 0.733 0.322 -0.09
C 0.662 -1.057 -0.915 0.18
N -0.563 -1.171 -0.512 -0.42
N 1.205 0.144 -0.454 -0.54
S 2.771 0.727 -0.679 0.51
Cl 3.907 -0.149 0.955 -0.21
H -1.685 0.062 0.810 0.20
H 0.456 1.723 0.645 0.23
H 1.146 -1.807 -1.459 0.21



6.
11
Properties=species:S:1:pos:R:3:mulliken_spin:R:1 method="wB97M-V/def2-TZVPD" spin_multiplicity=3 homo_lumo_gap_ev="5.9 / 7.2" homo_ev="-5.774 / -11.329" total_charge=0 de_lowest_kcal_mol=98.0 e_tot_ev=-21154.68817 lumo_energy_ev="0.14 / -4.09"
C -0.296 -0.620 0.441 0.29
C 0.537 0.652 0.131 0.37
O -1.868 0.756 -1.339 0.18
O 0.003 -0.802 -2.045 0.19
O -1.213 -0.513 1.885 0.22
O 1.780 0.404 -0.290 0.08
S -0.656 0.140 -1.115 0.63
H 0.296 -1.463 0.399 0.02
H 0.335 1.689 0.579 0.01
H -0.573 -0.060 2.449 -0.03
H 1.657 -0.184 -1.095 0.03



7.
9
Properties=species:S:1:pos:R:3:nbo_charge:R:1 method="wB97M-V/def2-TZVPD" homo_lumo_gap_ev="7.6 / 7.6" homo_ev="-9.254 / -9.252" total_charge=0 de_lowest_kcal_mol=70.5 e_tot_ev=-28337.36616 lumo_energy_ev="-1.69 / -1.69"
C -0.839 -0.776 -0.290 -0.43
N -0.235 0.338 -1.016 -0.30
O 2.180 1.183 1.159 -0.86
O 0.098 1.550 -0.068 -0.62
S 0.188 -1.374 1.096 -0.16
S 0.768 1.249 1.324 1.52
H -1.858 -0.404 0.114 0.22
H -0.951 -1.706 -0.875 0.27
H 0.649 -0.061 -1.443 0.37



8.
116
Properties=species:S:1:pos:R:3:mulliken_spin:R:1 method="wB97M-V/def2-TZVPD" spin_multiplicity=2 homo_lumo_gap_ev="1.8 / 8.8" homo_ev="0.212 / -6.844" total_charge=-1 de_lowest_kcal_mol=9.0 e_tot_ev=-68232.50602 lumo_energy_ev="2.05 / 2.00"
C -15.211 -5.101 -3.422 -0.29
C -15.116 -6.632 -3.523 -0.12
C -14.778 -7.370 -2.183 -0.01
O -13.377 -7.350 -2.059 -0.26
C -13.051 -8.129 -0.915 0.50
N -16.373 -7.142 -3.958 0.00
H -14.280 -4.643 -3.088 -0.01
H -16.033 -4.790 -2.778 0.17
H -15.396 -4.711 -4.423 0.03
H -14.401 -6.954 -4.280 0.00
H -14.998 -8.434 -2.264 0.05
H -15.272 -6.939 -1.313 -0.04
H -11.963 -8.160 -0.854 0.00
H -13.442 -9.143 -0.827 -0.02
H -13.384 -7.611 -0.015 -0.07
H -17.052 -6.943 -3.237 0.06
H -16.532 -6.371 -4.591 0.00
C -12.719 -1.895 -2.724 -0.17
C -11.379 -1.332 -2.109 0.04
C -10.488 -2.281 -1.361 -0.04
O -11.306 -3.123 -0.550 -0.28
C -11.785 -2.591 0.724 0.74
N -10.689 -0.660 -3.176 -0.03
H -13.417 -2.166 -1.931 -0.02
H -12.470 -2.799 -3.280 0.15
H -13.121 -1.126 -3.383 0.00
H -11.665 -0.617 -1.337 0.09
H -9.628 -1.808 -0.887 -0.02
H -10.098 -3.000 -2.081 0.03
H -12.304 -3.342 1.319 -0.10
H -12.501 -1.773 0.644 -0.14
H -10.897 -2.119 1.143 0.00
H -11.163 -0.136 -3.898 -0.01
H -10.179 0.030 -2.643 0.00
C -10.620 -7.193 2.155 0.03
C -11.084 -7.041 3.660 -0.02
C -12.351 -6.196 3.787 -0.18
O -13.000 -6.261 5.043 -0.25
C -14.369 -5.861 5.144 0.81
N -11.290 -8.388 4.164 0.02
H -11.524 -7.326 1.561 0.01
H -9.994 -8.077 2.034 0.01
H -10.154 -6.329 1.682 0.00
H -10.216 -6.542 4.091 -0.01
H -12.984 -6.635 3.016 -0.06
H -12.189 -5.182 3.421 0.08
H -14.331 -5.300 6.078 -0.01
H -14.868 -6.787 5.429 0.00
H -15.047 -5.430 4.407 -0.27
H -11.412 -8.304 5.163 0.00
H -10.433 -8.923 4.157 -0.01
C -16.618 -10.360 -4.875 0.00
C -15.278 -9.927 -5.563 -0.03
C -14.717 -11.088 -6.463 0.00
O -14.237 -12.356 -5.817 0.00
C -12.992 -12.231 -5.114 0.00
N -15.683 -8.749 -6.228 0.00
H -17.077 -9.488 -4.410 0.01
H -16.418 -11.270 -4.309 0.00
H -17.289 -10.667 -5.677 0.00
H -14.629 -9.580 -4.759 0.02
H -13.888 -10.724 -7.069 0.00
H -15.459 -11.301 -7.233 0.00
H -13.043 -11.570 -4.249 0.00
H -12.148 -11.891 -5.715 0.00
H -12.839 -13.258 -4.783 0.00
H -16.052 -8.262 -5.425 0.00
H -16.463 -9.062 -6.787 0.00
C -18.375 -5.590 -1.113 1.62
O -18.330 -6.531 -1.948 -0.43
N -17.945 -5.602 0.085 0.23
N -18.642 -4.359 -1.417 -0.32
H -18.081 -4.884 0.782 -0.47
H -17.692 -6.531 0.387 -0.11
H -18.903 -4.105 -2.360 0.12
H -18.725 -3.686 -0.670 -0.19
C -17.051 -1.839 -3.036 0.44
O -17.883 -2.588 -3.576 -0.07
N -17.342 -0.965 -2.097 0.30
N -15.858 -1.743 -3.500 -0.13
H -18.327 -1.009 -1.877 -0.16
H -16.738 -0.251 -1.715 -0.20
H -15.595 -2.274 -4.318 0.01
H -15.248 -1.094 -3.023 -0.01
C -11.418 -11.862 -1.670 0.06
O -10.883 -11.900 -2.753 -0.01
N -10.803 -12.039 -0.515 0.00
N -12.699 -11.580 -1.540 0.01
H -11.240 -12.265 0.367 -0.02
H -9.835 -12.289 -0.658 0.00
H -13.150 -11.380 -2.421 -0.01
H -13.143 -11.623 -0.634 -0.02
C -11.128 -5.973 -4.501 0.00
O -10.692 -5.401 -5.483 0.00
N -11.625 -5.344 -3.489 -0.05
N -11.242 -7.240 -4.348 0.01
H -12.267 -5.765 -2.831 0.01
H -11.451 -4.350 -3.515 0.01
H -11.625 -7.679 -3.522 0.00
H -11.112 -7.780 -5.191 0.00
C -14.096 -2.991 -6.535 0.00
O -13.880 -1.829 -6.238 -0.01
N -13.576 -4.054 -5.985 0.00
N -14.789 -3.343 -7.540 0.00
H -13.684 -4.908 -6.514 0.01
H -12.873 -3.943 -5.268 0.01
H -14.647 -4.284 -7.880 0.00
H -15.185 -2.563 -8.044 0.00
C -13.280 -7.071 -7.837 0.00
O -14.323 -6.452 -7.890 0.00
N -13.116 -8.017 -6.944 0.00
N -12.327 -7.000 -8.737 0.00
H -14.008 -8.122 -6.481 0.00
H -12.533 -8.821 -7.129 0.00
H -12.320 -6.253 -9.417 0.00
H -11.483 -7.519 -8.543 0.00



9.
8
Properties=species:S:1:pos:R:3:nbo_charge:R:1 method="wB97M-V/def2-TZVPD" homo_lumo_gap_ev=7.6 homo_ev=-9.049 total_charge=0 de_lowest_kcal_mol=32.1 e_tot_ev=-16046.73408 lumo_energy_ev=-1.47
C 0.288 -0.783 -0.109 -0.26
C -1.072 -0.688 0.003 -0.05
C -2.186 -0.106 -0.029 -0.11
C 1.078 0.405 -0.368 -0.08
C 1.726 1.376 -0.016 -0.14
H -3.240 -0.092 -0.116 0.24
H 2.387 2.128 0.667 0.28
S 1.019 -2.240 -0.033 0.12



10.
55
Properties=species:S:1:pos:R:3:nbo_charge:R:1 method="wB97M-V/def2-TZVPD" homo_lumo_gap_ev=8.1 homo_ev=-7.549 total_charge=0 de_lowest_kcal_mol=505.3 e_tot_ev=-35998.69140 lumo_energy_ev=0.59
C 2.267 -1.847 2.345 -0.21
H 2.696 -0.717 2.111 0.13
H 2.792 -2.127 3.088 0.18
H 1.295 -1.786 2.498 0.21
O 2.868 -2.693 1.301 -0.49
C 2.117 -2.605 0.122 0.17
C 2.256 -3.652 -0.751 0.40
C 1.869 -3.421 -2.302 -0.24
C 1.127 -2.330 -2.634 -0.19
C 0.871 -1.245 -1.591 -0.07
C 1.246 -1.497 -0.500 -0.21
H 1.223 -0.742 0.246 0.22
C 0.260 -0.011 -1.988 -0.03
C 0.175 1.181 -1.307 0.08
C -0.599 2.138 -1.136 -0.07
C -0.211 3.061 -0.184 -0.03
C -0.588 4.380 0.425 -0.20
C 0.192 5.074 1.103 -0.24
C 1.510 4.851 1.131 -0.21
C 1.937 3.513 0.755 -0.23
C 1.286 2.755 -0.083 0.11
N 1.267 1.422 -0.643 -0.52
H 2.189 1.064 -0.755 0.41
H 2.922 3.173 0.960 0.20
H 2.273 5.420 1.568 0.21
H -0.163 6.133 1.422 0.21
H -1.549 4.670 0.235 0.20
C -2.158 2.028 -1.802 -0.35
C -2.134 0.727 -2.568 -0.12
N -1.398 -0.331 -2.157 -0.46
C -2.024 -1.203 -1.372 -0.18
C -1.515 -1.091 0.144 -0.13
C -1.646 0.033 1.011 -0.07
N -1.088 -0.421 2.330 -0.15
N -0.924 -1.756 2.304 -0.30
C -1.391 -2.143 0.887 0.08
C -1.001 -3.542 0.588 -0.58
H -2.342 -4.094 0.671 0.15
H -0.677 -4.156 1.477 0.25
H -0.674 -3.888 -0.284 0.21
C -1.082 0.430 3.576 -0.44
H -2.136 0.542 3.882 0.24
H -0.332 1.147 3.232 0.24
H -0.422 -0.286 4.289 0.22
H -1.774 0.954 0.774 0.19
H -1.759 -2.091 -1.491 0.17
H -3.068 -0.999 -1.252 0.22
H -3.083 0.658 -2.737 0.19
H -1.587 1.209 -3.717 0.09
H -2.417 2.777 -2.200 0.17
H -2.822 1.850 -0.935 0.17
H 0.440 0.194 -3.161 0.24
H 0.647 -2.000 -3.641 0.22
H 1.904 -4.171 -2.795 0.17
F 2.935 -4.540 -0.488 -0.25



11.
9
Properties=species:S:1:pos:R:3:nbo_charge:R:1 method="wB97M-V/def2-TZVPD" homo_lumo_gap_ev=9.0 homo_ev=-9.769 total_charge=0 de_lowest_kcal_mol=20.5 e_tot_ev=-17531.05095 lumo_energy_ev=-0.76
C -0.513 -0.559 -0.078 -0.64
C 0.557 0.586 -0.158 0.47
C 1.844 0.057 -0.061 0.15
H -2.157 0.981 0.724 0.13
H -0.397 -1.121 -0.999 0.25
H -0.260 -1.198 0.798 0.25
N 2.880 -0.442 -0.029 -0.20
O 0.258 1.739 -0.101 -0.43
S -2.212 -0.043 -0.098 0.02



12.
74
Properties=species:S:1:pos:R:3:lowdin_charge:R:1 method="wB97M-V/def2-TZVPD" homo_lumo_gap_ev=6.6 homo_ev=-2.910 total_charge=-2 de_lowest_kcal_mol=21.8 e_tot_ev=-148255.06473 lumo_energy_ev=3.73
Cs 1.073 -0.474 1.096 0.87
C 0.043 4.606 0.523 -0.06
C 0.115 3.233 0.916 -0.21
N 0.819 2.499 0.055 0.02
N 1.246 3.382 -0.876 -0.06
C 0.793 4.591 -0.640 -0.18
B 2.237 3.055 -2.008 -0.59
N 2.028 1.609 -2.364 -0.03
C 2.863 0.568 -2.387 -0.09
C 2.112 -0.536 -2.754 -0.08
C 0.848 -0.015 -3.121 -0.16
N 0.838 1.257 -2.859 0.07
N 3.671 3.319 -1.519 -0.04
C 4.665 3.950 -2.171 -0.10
C 5.761 3.906 -1.359 -0.11
C 5.376 3.214 -0.230 -0.19
N 4.118 2.860 -0.320 0.09
H -0.410 5.460 0.931 0.06
H -0.442 2.832 1.762 0.07
H 0.887 5.395 -1.385 0.11
H 2.069 3.873 -2.842 0.10
H 3.862 0.648 -1.953 0.12
H 2.354 -1.527 -2.721 0.05
H -0.073 -0.504 -3.365 0.09
H 4.494 4.367 -3.119 0.10
H 6.744 4.252 -1.528 0.06
H 5.969 2.892 0.574 0.08
Cl -1.824 5.248 -2.697 0.47
C -0.910 3.866 -3.387 -1.01
Cl -1.735 3.162 -4.820 0.46
H -0.864 3.091 -2.594 0.00
H 0.101 4.249 -3.628 0.02
Cl 0.653 -3.051 5.169 0.62
C 0.809 -1.382 5.642 -0.76
C 0.741 -0.385 4.671 -0.16
C 1.036 0.878 5.134 -0.73
Cl 1.236 2.152 3.916 0.58
C 1.363 1.241 6.400 -0.74
Cl 1.621 2.925 6.747 0.61
C 1.447 0.203 7.315 -0.69
Cl 1.953 0.589 8.957 0.58
C 1.256 -1.097 6.903 -0.70
Cl 1.262 -2.319 8.184 0.57
O -0.595 -5.002 1.574 -0.32
S -0.181 -3.864 0.828 0.54
O 1.223 -3.416 0.907 -0.49
N -1.081 -2.562 0.823 -0.23
C -2.403 -2.584 0.691 -0.35
C -3.358 -3.587 0.945 -0.01
C -4.781 -3.359 1.086 -0.11
C -5.242 -2.117 0.920 -0.10
C -4.367 -1.071 0.426 -0.14
C -4.847 0.199 -0.054 -0.03
C -3.957 1.074 -0.608 -0.08
C -2.587 0.745 -0.682 -0.15
N -2.120 -0.318 -0.102 0.10
C -2.962 -1.313 0.371 -0.15
C -0.428 -4.420 -0.913 -0.22
C -0.093 -5.743 -1.326 -0.04
C -0.442 -6.128 -2.649 -0.13
C -1.110 -5.273 -3.442 -0.14
C -1.246 -3.921 -3.101 -0.06
C -0.951 -3.520 -1.809 -0.07
H -2.896 -4.605 1.186 0.11
H -5.469 -4.131 1.379 0.09
H -6.315 -2.010 0.955 0.09
H -5.934 0.430 -0.099 0.11
H -4.236 2.055 -1.056 0.11
H -1.888 1.512 -1.062 0.10
H 0.451 -6.442 -0.649 0.12
H -0.298 -7.226 -2.911 0.11
H -1.373 -5.632 -4.412 0.09
H -1.699 -3.332 -3.895 0.10
H -1.020 -2.521 -1.565 0.07